Entry 1:
Formula: C41H58BrF4N9O2
Source: the OMol25 dataset
Level of theory: ωB97M-V/def2-TZVPD

Last column: Mulliken charge in e.
Atoms and positions in Å:
N -1.515 1.604 4.271  -0.65
C -1.738 1.826 3.169  -0.61
C -1.961 2.165 1.639  1.64
C -0.705 1.551 0.887  -0.59
C 0.626 1.359 1.723  -0.70
C 0.782 -0.098 2.357  -0.63
C 0.872 -1.247 1.285  -0.42
O 1.940 -1.030 0.364  -0.38
C -3.241 1.313 1.270  -1.23
C -3.557 1.090 -0.237  0.20
O -2.841 0.732 -1.107  -0.36
Br -5.467 1.361 -0.784  -0.24
C -2.123 3.746 1.621  2.83
C -0.696 4.371 1.833  -0.82
N 0.324 4.833 2.067  -0.71
C -3.022 4.219 2.845  -0.16
C -2.410 4.841 4.049  -0.51
C -3.292 5.266 5.149  -0.56
C -4.731 5.027 4.956  -0.27
N -5.335 4.444 3.886  -0.66
C -4.484 4.077 2.884  -0.41
C -2.651 4.426 0.307  0.80
F -2.691 5.801 0.603  -0.38
F -3.945 4.113 -0.059  -0.24
C -1.747 4.302 -0.983  1.04
F -2.284 3.466 -1.960  -0.27
F -1.740 5.572 -1.592  -0.33
H -0.424 2.068 -0.070  0.19
H -1.016 0.510 0.574  0.20
H 0.849 2.174 2.464  0.30
H 1.472 1.422 0.970  0.28
H -0.068 -0.312 3.063  0.36
H 1.724 -0.052 2.998  0.26
H -0.120 -1.376 0.780  0.44
H 1.057 -2.214 1.850  0.31
H 1.656 -1.440 -0.471  0.06
H -4.187 1.658 1.779  0.52
H -3.060 0.286 1.715  0.61
H -1.318 4.985 4.193  0.32
H -2.876 5.739 6.074  0.35
H -5.397 5.325 5.811  0.33
H -4.970 3.575 2.003  0.36
H -0.673 4.057 -0.811  -0.37
C 5.600 -1.353 0.362  -1.14
C 5.982 0.111 0.490  0.08
C 6.325 0.509 1.922  0.11
C 5.140 0.282 2.805  0.27
N 4.232 0.097 3.488  -0.53
H 4.701 -1.586 0.937  0.25
H 5.388 -1.599 -0.681  0.35
H 6.410 -2.005 0.704  0.26
H 5.159 0.728 0.127  0.01
H 6.843 0.311 -0.155  0.41
H 6.606 1.564 1.963  0.37
H 7.167 -0.079 2.294  -0.31
C 1.937 4.656 -1.882  -0.85
C 3.295 5.281 -2.166  -0.63
C 4.358 4.233 -2.491  -0.53
C 4.513 3.307 -1.338  0.15
N 4.632 2.594 -0.445  -0.40
H 1.971 4.004 -1.005  0.20
H 1.194 5.431 -1.682  0.32
H 1.592 4.067 -2.736  0.33
H 3.603 5.870 -1.297  0.33
H 3.206 5.975 -3.006  0.36
H 5.315 4.715 -2.697  0.33
H 4.073 3.657 -3.374  0.28
C -1.299 -1.280 -4.031  -0.89
C 0.130 -1.801 -4.154  -0.45
C 0.366 -3.087 -3.355  -0.50
C 0.117 -2.840 -1.910  0.41
N -0.079 -2.642 -0.793  -0.59
H -1.544 -1.013 -3.000  0.11
H -1.429 -0.382 -4.638  0.36
H -2.020 -2.028 -4.371  0.32
H 0.822 -1.024 -3.817  0.30
H 0.350 -1.992 -5.207  0.33
H 1.396 -3.427 -3.484  0.28
H -0.299 -3.881 -3.700  0.33
C -8.610 -1.161 -2.730  -1.07
C -8.583 -2.561 -2.126  -0.47
C -7.322 -2.830 -1.302  -0.22
C -6.116 -2.706 -2.165  0.21
N -5.185 -2.613 -2.834  -0.47
H -7.785 -1.008 -3.430  0.34
H -9.538 -1.003 -3.283  0.35
H -8.545 -0.397 -1.950  0.22
H -8.663 -3.296 -2.932  0.28
H -9.460 -2.690 -1.487  0.33
H -7.356 -3.837 -0.881  0.25
H -7.245 -2.119 -0.476  0.29
C -4.656 -6.960 -0.459  -1.10
C -4.897 -7.862 -1.665  -0.43
C -6.014 -7.349 -2.578  -0.27
C -7.297 -7.278 -1.826  0.21
N -8.287 -7.220 -1.244  -0.47
H -5.536 -6.906 0.185  0.35
H -3.835 -7.347 0.147  0.32
H -4.397 -5.946 -0.774  0.27
H -5.141 -8.868 -1.312  0.29
H -3.973 -7.939 -2.242  0.31
H -6.140 -8.018 -3.431  0.28
H -5.770 -6.355 -2.960  0.24
C 12.188 -1.266 1.785  -1.18
C 10.908 -0.890 2.524  -0.43
C 9.734 -1.816 2.192  -0.28
C 9.429 -1.751 0.737  0.25
N 9.201 -1.703 -0.413  -0.49
H 12.067 -1.181 0.703  0.35
H 13.003 -0.599 2.073  0.36
H 12.488 -2.291 2.018  0.29
H 10.646 0.143 2.277  0.28
H 11.095 -0.925 3.600  0.35
H 8.848 -1.514 2.754  0.14
H 9.971 -2.847 2.461  0.37

SMILES = N#C[C@@](CCCCO)(CC(=O)Br)[C@](C#N)(c1cccnc1)C(F)(F)C(F)F.CCCC#N.CCCC#N.CCCC#N.CCCC#N.CCCC#N.CCCC#N

=====

Entry 2:
Formula: C27H27N3O4
Source: the OMol25 dataset
Level of theory: ωB97M-V/def2-TZVPD

Last column: Mulliken charge in e.
Atoms and positions in Å:
O 2.249 2.766 3.023  -0.71
C 1.750 1.783 2.516  0.67
C 0.682 0.948 3.252  -0.25
O -0.633 1.207 2.762  -0.47
C -1.017 0.572 1.659  0.46
O -0.310 -0.200 1.046  0.33
C -2.415 0.865 1.274  0.23
C -3.347 1.337 2.194  -0.53
C -4.653 1.558 1.800  -0.65
C -5.034 1.316 0.489  -0.67
C -4.109 0.856 -0.434  -0.34
C -2.796 0.618 -0.048  -0.27
C -1.749 0.284 -1.074  0.23
O -1.045 1.169 -1.524  -0.46
N -1.703 -0.988 -1.522  0.29
C -2.403 -2.097 -0.926  -1.00
C -1.440 -2.923 -0.047  -0.81
N -0.109 -2.947 -0.620  0.17
C 0.980 -2.594 0.156  0.70
C 2.109 -1.959 -0.368  -0.21
C 3.199 -1.675 0.433  -0.74
C 3.197 -1.993 1.779  -0.55
C 2.088 -2.631 2.310  -0.89
C 1.005 -2.942 1.513  -0.04
C -0.115 -2.758 -2.049  -1.41
C -0.634 -1.363 -2.431  0.28
N 2.068 1.296 1.311  0.69
C 2.994 1.960 0.415  -1.42
C 2.330 2.225 -0.910  0.37
C 2.602 1.429 -2.013  -0.03
C 1.953 1.652 -3.215  -0.82
C 1.026 2.673 -3.322  -0.37
C 0.747 3.468 -2.225  -0.72
C 1.394 3.243 -1.025  -0.14
H 0.913 -0.118 3.150  0.03
H 0.664 1.248 4.301  0.37
H -3.036 1.523 3.210  0.52
H -5.376 1.924 2.513  0.44
H -6.053 1.493 0.181  0.43
H -4.399 0.687 -1.460  0.51
H -2.815 -2.714 -1.732  0.40
H -3.230 -1.730 -0.318  0.44
H -1.389 -2.460 0.939  0.42
H -1.833 -3.945 0.060  0.34
H 2.142 -1.661 -1.404  0.05
H 4.062 -1.191 -0.002  0.53
H 4.044 -1.753 2.403  0.41
H 2.071 -2.904 3.356  0.42
H 0.172 -3.475 1.947  0.44
H 0.884 -2.919 -2.452  0.53
H -0.767 -3.528 -2.476  0.34
H -1.001 -1.358 -3.464  0.41
H 0.145 -0.600 -2.337  -0.36
H 1.567 0.495 0.943  -0.50
H 3.293 2.891 0.904  0.56
H 3.878 1.327 0.282  0.30
H 3.329 0.632 -1.931  0.41
H 2.170 1.024 -4.068  0.39
H 0.515 2.843 -4.258  0.40
H 0.017 4.260 -2.303  0.42
H 1.172 3.857 -0.163  0.44

SMILES = O=C(COC(=O)c1ccccc1C(=O)N1CCN(c2ccccc2)CC1)NCc1ccccc1
Energy above the lowest of the compared OMol25 structures with the same formula, charge and spin = 12.64 kcal per mole

=====

Entry 3:
Formula: C28H54IN4O18S
Source: the OMol25 dataset
Level of theory: ωB97M-V/def2-TZVPD

Last column: Mulliken charge in e.
Atoms and positions in Å:
C 2.816 1.125 0.136  -0.71
C 2.589 0.785 -1.473  0.60
O 2.924 1.777 -2.327  -0.47
O 2.099 -0.496 -2.004  -0.30
C 0.697 -0.400 -2.464  -0.51
C -0.014 -1.847 -2.153  -0.97
C -0.920 -1.844 -0.747  1.11
S -0.163 -0.664 0.549  -0.28
N -2.286 -1.355 -1.141  -0.19
C -3.413 -2.258 -0.704  0.75
O -3.622 -3.245 -1.784  -0.53
C -4.774 -1.302 -0.680  -0.68
C -5.902 -1.974 -1.887  0.17
C -6.843 -3.312 -1.304  -0.54
O -7.421 -1.794 -1.564  -0.44
C -3.205 -2.988 0.748  -1.46
I -3.283 -1.583 2.470  0.36
C -4.398 -4.115 1.066  -0.42
N -5.551 -3.515 1.893  -0.54
N -1.891 -3.719 0.879  0.52
C -0.831 -3.348 -0.127  -1.36
O -0.770 -4.438 -1.138  -0.18
N 0.225 -5.261 -0.682  0.05
O 0.822 -5.778 -1.611  -0.30
H 3.779 1.760 0.342  0.31
H 1.889 1.709 0.609  0.20
H 2.916 0.136 0.782  0.21
H 0.736 -0.283 -3.651  0.33
H 0.117 0.535 -2.065  0.38
H 0.864 -2.651 -2.109  0.26
H -0.699 -2.189 -3.068  0.48
H 0.922 -1.330 1.142  0.18
H -2.346 -1.090 -2.153  0.41
H -3.339 -4.167 -1.513  0.41
H -4.577 -0.196 -1.005  0.36
H -5.427 -1.433 0.280  0.04
H -5.519 -2.010 -3.082  0.29
H -7.704 -3.716 -1.991  0.43
H -7.313 -3.250 -0.234  0.09
H -4.795 -4.642 0.089  0.33
H -3.974 -4.997 1.750  0.31
H -6.402 -4.084 1.603  0.28
H -5.415 -3.801 2.909  0.21
H -1.510 -3.566 1.845  0.58
H -2.029 -4.771 0.794  0.56
H 0.211 -3.412 0.454  0.66
C 4.710 4.268 -3.613  -1.17
C 4.880 3.362 -4.819  -0.02
O 4.545 4.053 -6.028  -0.35
C 5.493 4.898 -6.503  0.75
O 6.586 5.109 -5.998  -0.53
O 5.008 5.493 -7.621  -0.34
C 5.875 6.483 -8.169  -0.62
H 3.705 4.704 -3.598  0.37
H 4.872 3.716 -2.684  0.29
H 5.416 5.105 -3.643  0.39
H 4.191 2.515 -4.735  0.24
H 5.894 2.948 -4.874  0.22
H 6.882 6.085 -8.335  0.29
H 5.909 7.354 -7.507  0.28
H 5.467 6.797 -9.134  0.23
C 10.776 -0.512 -1.540  -1.08
C 10.164 0.616 -0.728  -0.17
O 10.318 1.871 -1.402  -0.36
C 9.450 2.103 -2.417  0.74
O 8.565 1.348 -2.792  -0.58
O 9.752 3.305 -2.965  -0.34
C 8.969 3.628 -4.112  -0.41
H 11.817 -0.282 -1.795  0.29
H 10.744 -1.453 -0.985  0.35
H 10.244 -0.653 -2.487  0.30
H 10.691 0.701 0.227  0.29
H 9.110 0.423 -0.498  0.29
H 7.898 3.545 -3.902  0.09
H 9.250 2.979 -4.947  0.30
H 9.185 4.664 -4.391  0.25
C -4.260 5.744 1.699  -1.12
C -3.546 4.506 1.186  -0.14
O -3.795 3.382 2.039  -0.33
C -4.999 2.779 1.877  0.72
O -5.865 3.106 1.080  -0.55
O -5.090 1.768 2.776  -0.28
C -6.354 1.109 2.777  -0.46
H -4.003 5.930 2.748  0.29
H -3.994 6.621 1.106  0.37
H -5.348 5.618 1.660  0.31
H -2.465 4.681 1.200  0.29
H -3.822 4.279 0.150  0.29
H -6.630 0.774 1.772  0.28
H -7.119 1.776 3.186  0.36
H -6.279 0.230 3.423  0.00
C -2.888 -3.860 9.821  -1.11
C -2.447 -4.066 8.382  -0.15
O -3.580 -4.218 7.518  -0.35
C -4.218 -3.070 7.180  0.71
O -3.909 -1.944 7.540  -0.55
O -5.277 -3.390 6.397  -0.33
C -6.093 -2.274 6.048  -0.63
H -3.567 -4.661 10.134  0.30
H -2.027 -3.840 10.492  0.36
H -3.436 -2.919 9.936  0.31
H -1.867 -4.992 8.311  0.29
H -1.799 -3.253 8.037  0.30
H -5.500 -1.468 5.605  0.22
H -6.631 -1.917 6.932  0.40
H -6.827 -2.607 5.308  0.22

Total charge = +1

=====

Entry 4:
Formula: C4H4O2
Source: the OMol25 dataset
Level of theory: ωB97M-V/def2-TZVPD

Last column: Mulliken charge in e.
Atoms and positions in Å:
O -2.393 0.002 0.144  -0.36
C -1.378 -0.606 0.179  0.16
O -0.160 0.059 0.349  -0.39
C 0.286 1.996 -0.061  -0.37
C 0.931 -0.684 0.270  -0.09
C 1.907 -1.374 0.186  0.00
H -1.224 -1.691 0.095  0.35
H -0.504 1.999 -0.844  0.15
H -0.283 2.314 0.841  0.14
H 2.795 -1.958 0.105  0.41

Energy above the lowest of the compared OMol25 structures with the same formula, charge and spin = 155.38 kcal per mole

=====

Entry 5:
Formula: C17H46AsF6O16S6
Source: the OMol25 dataset
Level of theory: ωB97M-V/def2-TZVPD

Last column: Mulliken charge in e.
Atoms and positions in Å:
As -0.996 -0.371 -1.272  2.12
F -1.444 -1.924 -1.953  -0.47
F -2.003 0.385 -2.481  -0.56
F -0.505 1.229 -0.704  -0.49
F 0.170 -1.152 -0.209  -0.46
F 0.410 -0.172 -2.328  -0.51
F -2.247 -0.486 -0.069  -0.41
O -2.018 1.163 5.051  -0.62
S -1.142 1.737 4.066  1.26
O -1.275 3.068 3.540  -0.62
O 0.371 1.683 4.746  -0.37
C 0.694 0.505 5.488  0.05
C 0.431 0.730 6.983  -1.24
C -0.829 0.530 2.702  -0.41
H 1.734 0.305 5.238  0.36
H 0.077 -0.352 5.214  0.06
H 0.701 -0.137 7.587  0.37
H -0.632 0.931 7.128  0.29
H 0.911 1.617 7.400  0.32
H -0.466 -0.415 3.091  -0.10
H -0.098 1.075 2.105  0.27
H -1.673 0.352 2.039  0.32
O -5.337 -1.132 1.616  -0.55
S -5.997 -2.350 1.229  1.15
O -7.336 -2.646 1.628  -0.63
O -5.959 -2.511 -0.409  -0.34
C -4.998 -1.715 -1.109  0.48
C -4.936 -2.157 -2.589  -1.34
C -4.914 -3.750 1.695  -0.62
H -3.991 -1.970 -0.781  -0.21
H -5.260 -0.668 -0.999  0.31
H -4.118 -1.597 -3.052  0.32
H -5.806 -1.774 -3.127  0.38
H -4.741 -3.203 -2.807  0.33
H -3.985 -3.654 1.147  -0.02
H -5.532 -4.603 1.424  0.38
H -4.918 -3.648 2.777  0.34
O 0.880 -2.926 4.659  -0.67
S -0.410 -3.364 4.237  1.46
O -1.489 -2.477 3.926  -0.59
O -0.175 -4.291 2.908  -0.34
C 0.421 -3.557 1.796  -0.09
C -0.172 -4.135 0.545  -0.40
C -1.015 -4.682 5.380  -1.08
H 1.448 -3.939 1.844  0.24
H 0.465 -2.472 1.738  0.26
H 0.015 -3.658 -0.414  -0.06
H -1.238 -3.881 0.684  -0.21
H -0.245 -5.218 0.460  0.41
H -0.382 -4.677 6.262  0.34
H -0.840 -5.601 4.829  0.32
H -2.025 -4.346 5.586  0.36
O 1.300 6.309 0.699  -0.67
S 1.918 5.646 -0.420  1.21
O 1.396 5.820 -1.739  -0.58
O 3.497 6.001 -0.432  -0.31
C 4.133 6.211 0.830  -0.05
C 5.592 6.524 0.664  -1.32
C 2.044 3.915 0.095  -0.62
H 3.915 5.432 1.561  0.34
H 3.681 7.130 1.216  0.26
H 6.079 7.146 1.417  0.37
H 5.815 7.122 -0.227  0.33
H 6.255 5.667 0.513  0.32
H 1.216 3.396 -0.389  -0.19
H 1.798 3.877 1.153  0.45
H 3.028 3.544 -0.168  0.48
O 3.061 2.594 -6.657  -0.66
S 3.043 1.738 -5.491  1.19
O 4.134 0.842 -5.257  -0.61
O 2.759 2.609 -4.229  -0.32
C 1.758 3.646 -4.150  -0.44
C 0.723 3.245 -3.154  -0.71
C 1.500 0.781 -5.541  -0.45
H 1.277 3.752 -5.130  0.35
H 2.274 4.591 -3.985  0.39
H 1.103 2.690 -2.299  -0.13
H 0.057 2.468 -3.545  0.40
H 0.087 4.111 -2.980  0.47
H 0.615 1.391 -5.694  0.41
H 1.454 0.213 -4.615  -0.44
H 1.559 0.083 -6.377  0.53
C 2.483 -2.230 -4.143  -0.96
S 0.672 -2.583 -4.352  0.66
O 0.650 -3.158 -5.756  -0.75
C 0.800 -4.230 -3.501  -1.04
H 3.007 -3.146 -4.393  0.47
H 2.622 -1.860 -3.127  0.29
H 2.691 -1.445 -4.861  0.22
H -0.210 -4.602 -3.340  0.34
H 1.260 -4.014 -2.534  0.23
H 1.374 -4.926 -4.103  0.46

Energy above the lowest of the compared OMol25 structures with the same formula, charge and spin = 20.44 kcal per mole
Total charge = -1

=====

Entry 6:
Formula: C16H29BrNO7
Source: the OMol25 dataset
Level of theory: ωB97M-V/def2-TZVPD

Last column: Mulliken charge in e.
Atoms and positions in Å:
C -5.071 2.028 -2.110  -1.10
C -5.813 0.717 -2.352  -0.31
O -5.141 -0.420 -1.840  -0.35
C -5.073 -0.436 -0.435  -0.36
C -4.579 -1.795 0.016  -0.69
O -3.364 -2.173 -0.584  -0.35
C -2.227 -1.456 -0.144  -0.43
C -1.110 -2.480 -0.094  -0.78
O 0.131 -1.854 0.214  -0.17
C 0.924 -2.529 1.163  -1.01
C 2.360 -2.099 0.943  0.18
C 2.853 -2.172 -0.436  -0.54
N 3.614 -1.188 -0.727  0.14
C 3.643 -0.129 0.302  -0.53
C 5.006 0.521 0.475  -0.37
C 5.368 1.389 -0.711  0.37
O 6.297 1.212 -1.424  -0.39
Br 4.129 2.856 -1.083  -0.20
C 2.892 -0.743 1.511  0.51
C 1.820 0.170 2.085  -0.83
C 2.346 1.555 2.457  -0.51
O 1.417 2.176 3.335  -0.35
C 0.584 3.074 2.737  0.19
O -0.598 3.046 2.872  -0.43
H -3.995 1.863 -2.166  0.26
H -5.332 2.492 -1.161  0.30
H -5.325 2.742 -2.893  0.39
H -5.922 0.553 -3.422  0.33
H -6.817 0.774 -1.916  0.34
H -6.061 -0.239 -0.002  0.45
H -4.392 0.344 -0.068  0.25
H -4.506 -1.776 1.111  0.41
H -5.317 -2.553 -0.242  0.34
H -2.393 -1.050 0.857  0.40
H -1.997 -0.658 -0.853  0.24
H -1.059 -2.989 -1.060  0.21
H -1.384 -3.236 0.646  0.40
H 0.618 -2.287 2.184  0.27
H 0.845 -3.614 1.041  0.64
H 2.951 -2.891 1.436  0.44
H 2.663 -2.978 -1.134  0.50
H 4.120 -1.060 -1.597  0.32
H 2.975 0.642 -0.098  0.31
H 5.792 -0.236 0.502  0.35
H 5.042 1.108 1.389  0.32
H 3.573 -1.002 2.323  0.28
H 0.974 0.271 1.403  0.26
H 1.440 -0.255 3.013  0.41
H 3.293 1.471 2.996  0.17
H 2.514 2.173 1.570  0.34
H 1.107 3.834 2.142  0.38
O 2.511 2.976 -4.438  -0.60
H 2.058 3.824 -4.397  0.33
H 2.957 2.885 -3.592  0.28

Total charge = +1

=====

Number 1: highest occupied orbital energy -9.55 eV. Number 2: highest occupied orbital energy -7.73 eV. Number 3: highest occupied orbital energy -11.86 eV. Number 4: highest occupied orbital energy -8.90 eV. Number 5: highest occupied orbital energy -6.78 eV. Number 6: highest occupied orbital energy -11.50 eV.